No. 1
4 unconnected molecules or ions with the total composition C33H34F10O13S, computed with wB97M-V/def2-TZVPD.

Summary:
Orbital gap, hartree: 0.2601
HOMO level, eV: -9.0
F_max, eV Å⁻¹: 5.59
Total energy, Ha: -3652.4325
LUMO, eV: -1.919
SMILES string: CCOCCc1c(COc2ccccc2)cc(S(=O)(=O)F)c2c1C(=O)C=C(O)C2=O.CCOC(=O)C(F)(F)F.CCOC(=O)C(F)(F)F.CCOC(=O)C(F)(F)F

Geometry as ORCA input:
```
! RIJCOSX wB97M-V def2-TZVPD def2/J DEFGRID3
* xyz 0 1
C 0.4561 -5.1311 -1.6810
C 0.6778 -3.5648 -1.2818
O 1.3509 -2.9547 -2.4349
C 1.4083 -1.5364 -2.1294
C 0.4613 -0.6412 -3.0736
C -0.9371 -0.2425 -2.4238
C -0.9108 0.6609 -1.1546
C 0.3937 1.2658 -0.4659
O 0.6092 2.6745 -0.8368
C 1.2861 2.7398 -2.0971
C 2.8195 2.4672 -2.1990
C 3.5930 2.4803 -3.5463
C 2.7783 2.8016 -4.8348
C 1.2355 3.0648 -4.7786
C 0.4747 3.0472 -3.4027
C -2.2789 1.0262 -0.4697
C -3.6422 0.5438 -1.0196
S -5.1638 1.0328 -0.0926
O -5.8704 -0.1537 0.5314
O -6.0784 1.9285 -0.8676
F -4.6166 1.9689 1.2254
C -3.6208 -0.3237 -2.3125
C -2.2797 -0.7348 -3.0298
C -2.4392 -1.6193 -4.3380
O -1.6815 -1.6181 -5.3353
C -3.7341 -2.5768 -4.4018
C -4.9721 -2.2127 -3.7711
O -6.1082 -3.0911 -3.9003
C -5.0102 -0.8383 -2.9572
O -6.0938 -0.2237 -2.8693
H 1.1218 -5.3339 -2.5996
H 0.7370 -5.8022 -0.8017
H -0.6337 -5.2157 -2.0094
H 1.3691 -3.4764 -0.3591
H -0.3223 -3.0456 -1.0547
H 1.1981 -1.3888 -0.9999
H 2.5155 -1.2205 -2.2615
H 1.0213 0.3525 -3.2775
H 0.3941 -1.1726 -4.0793
H 0.2201 1.2871 0.6739
H 1.3640 0.7187 -0.7055
H 3.4166 2.2236 -1.2433
H 4.7188 2.2491 -3.5407
H 3.3351 2.8248 -5.8258
H 0.6454 3.2750 -5.7372
H -0.6607 3.2342 -3.3432
H -2.2724 1.6595 0.4766
H -3.7447 -3.5583 -4.9777
H -6.0731 -3.3419 -4.8598
C 2.9199 -7.2009 3.7369
C 3.6297 -5.9554 4.2297
O 3.7355 -4.9846 3.1762
C 2.6552 -4.1991 2.9851
O 1.6419 -4.2711 3.6303
C 2.9233 -3.1876 1.8738
F 3.5374 -3.7380 0.8059
F 3.7201 -2.1803 2.2898
F 1.7952 -2.6138 1.4078
H 3.4164 -7.5997 2.8486
H 2.9088 -7.9704 4.5115
H 1.8883 -6.9793 3.4534
H 4.6497 -6.2074 4.5280
H 3.1342 -5.5293 5.1061
C 8.3729 1.6709 2.0371
C 7.6839 3.0210 2.0668
O 7.8430 3.6966 0.8094
C 6.9671 3.3580 -0.1589
O 6.0899 2.5433 -0.0253
C 7.2198 4.1836 -1.4178
F 8.5310 4.2843 -1.7191
F 6.7619 5.4466 -1.2912
F 6.6194 3.6667 -2.5061
H 9.4220 1.7814 1.7510
H 8.3219 1.1902 3.0162
H 7.9096 1.0093 1.3013
H 8.1498 3.6545 2.8248
H 6.6270 2.9283 2.3303
C -6.1266 2.2687 3.7776
C -7.5035 2.6278 3.2559
O -8.4109 2.8643 4.3451
C -8.3787 4.1003 4.8845
O -7.6506 4.9839 4.5124
C -9.4221 4.2245 5.9920
F -9.4456 3.1475 6.8053
F -10.6705 4.3533 5.4929
F -9.2147 5.2932 6.7836
H -6.1852 1.4206 4.4651
H -5.4583 2.0114 2.9555
H -5.6876 3.1004 4.3344
H -7.9097 1.7900 2.6847
H -7.4673 3.4884 2.5827
*
```

Mulliken population analysis, charges in e, atoms 1 to 6: -1.069, 0.808, -0.474, -0.306, -0.040, 0.663

---

No. 2
2 unconnected molecules or ions with the total composition C33H34F6N2O5, computed with wB97M-V/def2-TZVPD.

Summary:
Orbital gap, hartree: 0.1095
HOMO level, eV: -6.2
ΔE to the lowest compared entry with this formula, charge and spin, kcal/mol: 10.2
F_max, eV Å⁻¹: 2.37
Total energy, Ha: -2362.7123
LUMO, eV: -3.210

Geometry as ORCA input:
```
! RIJCOSX wB97M-V def2-TZVPD def2/J DEFGRID3
* xyz 0 1
C 5.3427 3.4465 0.4238
N 5.2942 2.2880 -0.4643
C 6.3946 2.2536 -1.4409
C 6.1078 3.2498 -2.5784
F 7.1429 3.2292 -3.4396
F 4.9704 2.8794 -3.1964
F 5.9617 4.4728 -2.0359
C 4.0406 1.7014 -0.7940
C 3.8773 0.3069 -0.8205
C 2.6599 -0.2507 -1.0890
C 1.5293 0.5492 -1.3783
C 0.3036 -0.1063 -1.6239
C -0.9682 0.3866 -1.9881
C -2.0557 -0.5184 -1.9732
C -3.3291 -0.1044 -2.2393
C -3.5991 1.2367 -2.5562
N -4.9308 1.6769 -2.8309
C -5.2364 2.3012 -4.1183
C -5.7652 2.1788 -1.7251
C -5.3389 3.6044 -1.3273
F -6.1965 4.0640 -0.3960
F -4.0878 3.5577 -0.8336
F -5.3721 4.3783 -2.4270
C -2.5189 2.1292 -2.6299
C -1.2441 1.7189 -2.3717
C 1.7063 1.9501 -1.3407
C 2.9205 2.5027 -1.0604
H 4.6199 3.3315 1.2295
H 6.3396 3.5436 0.8510
H 5.1082 4.3457 -0.1425
H 7.3320 2.5130 -0.9471
H 6.5065 1.2478 -1.8477
H 4.7226 -0.3179 -0.5896
H 2.5426 -1.3216 -1.0688
H 0.3354 -1.1685 -1.4598
H -1.8668 -1.5499 -1.7277
H -4.1447 -0.8060 -2.2210
H -4.7408 1.7647 -4.9253
H -6.3120 2.2928 -4.2888
H -4.8852 3.3312 -4.1101
H -6.8138 2.1720 -2.0260
H -5.6704 1.5159 -0.8639
H -2.7242 3.1647 -2.8437
H -0.4545 2.4269 -2.5230
H 0.8808 2.6167 -1.4812
H 3.0433 3.5718 -1.0845
C -3.3803 0.8053 4.8954
C -1.9626 0.4594 4.5069
O -1.9398 -0.6528 3.6586
C -0.6601 -1.0185 3.3649
C -0.5022 -2.1943 2.5234
C -1.6172 -3.0755 2.2903
C -1.4414 -4.2462 1.3852
C -0.7019 -5.3566 1.7752
C -0.6163 -6.4513 0.9438
C -1.2677 -6.4517 -0.2736
C -2.0245 -5.3620 -0.6520
C -2.1203 -4.2669 0.1757
O -2.7113 -2.9345 2.8181
C 0.8340 -2.4961 1.9594
O 0.9958 -2.6725 0.7576
O 1.8478 -2.5763 2.8762
C 3.1175 -2.6394 2.2726
C 4.0077 -1.5791 2.8707
O 0.3114 -0.3803 3.7497
H -3.4236 1.6516 5.5807
H -3.9688 1.0444 4.0096
H -3.8602 -0.0501 5.3716
H -1.4616 1.2859 3.9836
H -1.3512 0.2041 5.3831
H -0.2045 -5.3477 2.7324
H -0.0347 -7.3063 1.2453
H -1.1938 -7.3091 -0.9237
H -2.5393 -5.3636 -1.5979
H -2.7244 -3.4162 -0.0953
H 3.5008 -3.6531 2.4407
H 3.0062 -2.5076 1.1887
H 5.0443 -1.6786 2.5544
H 3.6496 -0.5876 2.5959
H 3.9654 -1.6335 3.9580
*
```

Mulliken population analysis, charges in e, atoms 1 to 6: -1.007, 0.245, -1.088, 1.001, -0.265, -0.225

---

No. 3
A molecular structure, C33H34MoN4OP, computed with wB97M-V/def2-TZVPD.

Summary:
Orbital gap (alpha / beta), hartree: 0.2198 / 0.2272
HOMO level (alpha / beta), eV: -16.9 / -16.8
F_max, eV Å⁻¹: 0.42
Total energy, Ha: -1980.8381
LUMO (alpha / beta), eV: -10.870 / -10.668

Geometry as ORCA input:
```
! RIJCOSX wB97M-V def2-TZVPD def2/J DEFGRID3
* xyz 3 3
Mo -0.1806 0.7095 1.6434
C -3.3090 -3.9002 0.5285
C -3.2972 -2.5493 0.2090
C -2.2129 -1.7702 0.5742
C -1.1424 -2.3463 1.2581
C -1.1512 -3.7044 1.5831
C -2.2356 -4.4738 1.2145
N -0.0592 -1.4975 1.5811
N 0.9904 -2.0110 2.0209
C 1.9593 -1.0642 2.3601
C 3.1849 -1.4949 2.8211
C 4.1588 -0.5483 3.1379
C 3.9088 0.8142 2.9958
C 2.6703 1.2499 2.5502
C 1.6645 0.3214 2.2395
H -4.1536 -4.5133 0.2445
H -4.1229 -2.1117 -0.3355
H -2.1799 -0.7284 0.2626
H -0.3145 -4.1336 2.1186
H -2.2552 -5.5258 1.4630
H 3.3739 -2.5552 2.9261
H 5.1249 -0.8786 3.4967
H 4.6806 1.5326 3.2366
H 2.5023 2.3156 2.4433
N -0.2686 2.8317 2.2916
C -1.6635 3.3876 2.3879
C -2.4540 2.7278 3.5020
C -2.8324 1.2811 3.2604
N -1.6337 0.3644 3.2259
H 0.1831 2.9479 3.2007
H 0.2660 3.4327 1.6627
H -2.1480 3.2377 1.4203
H -1.6061 4.4616 2.5611
H -3.3843 3.2872 3.6162
H -1.9332 2.8360 4.4600
H -3.3562 1.1670 2.3088
H -3.5021 0.9326 4.0458
H -1.9742 -0.5998 3.2084
H -1.1326 0.4541 4.1163
O -0.2351 0.9792 -0.2439
P 0.2691 0.4305 -1.6644
C 1.2386 -1.0428 -1.4484
C 0.6363 -2.3038 -1.5441
C 1.3895 -3.4400 -1.3014
C 2.7365 -3.3235 -0.9752
C 3.3386 -2.0742 -0.8872
C 2.5948 -0.9281 -1.1195
C -1.1813 0.1007 -2.6271
C -2.3845 0.7426 -2.3245
C -3.4823 0.5555 -3.1478
C -3.3759 -0.2528 -4.2737
C -2.1747 -0.8758 -4.5857
C -1.0712 -0.7023 -3.7653
C 1.2773 1.7279 -2.3399
C 1.2534 3.0168 -1.8073
C 2.0126 4.0149 -2.3992
C 2.7797 3.7287 -3.5201
C 2.7889 2.4482 -4.0616
C 2.0397 1.4428 -3.4753
H -0.4057 -2.3917 -1.8226
H 0.9343 -4.4172 -1.3922
H 3.3250 -4.2165 -0.8093
H 4.3931 -1.9942 -0.6590
H 3.0656 0.0454 -1.0680
H -2.4559 1.4025 -1.4678
H -4.4157 1.0539 -2.9238
H -4.2336 -0.3885 -4.9187
H -2.0956 -1.4935 -5.4696
H -0.1356 -1.1878 -4.0138
H 0.6155 3.2461 -0.9621
H 1.9949 5.0188 -1.9976
H 3.3672 4.5107 -3.9821
H 3.3784 2.2351 -4.9426
H 2.0529 0.4462 -3.9008
*
```

Mulliken population analysis, charges in e, atoms 1 to 6: -0.091, -0.602, -1.122, 1.179, -0.728, -0.371

---

No. 4
2 unconnected molecules or ions with the total composition C33H34NO2, computed with wB97M-V/def2-TZVPD.

Summary:
Orbital gap, hartree: 0.1418
HOMO level, eV: -9.1
ΔE to the lowest compared entry with this formula, charge and spin, kcal/mol: 48.0
F_max, eV Å⁻¹: 2.71
Total energy, Ha: -1482.7929
LUMO, eV: -5.261

Geometry as ORCA input:
```
! RIJCOSX wB97M-V def2-TZVPD def2/J DEFGRID3
* xyz 1 1
C -4.5960 -3.3562 1.2156
O -4.0277 -3.1581 -0.0975
C -2.6755 -3.0975 -0.2477
C -2.2019 -2.9600 -1.5797
C -0.8541 -2.9968 -1.8472
C 0.1117 -3.1407 -0.8015
C 1.5269 -3.0508 -1.0219
C 2.4100 -2.2848 -0.2016
C 3.7760 -2.1773 -0.5959
C 4.7056 -1.5129 0.1748
C 4.3367 -0.8844 1.3759
C 5.3808 -0.2258 2.2210
C 2.9788 -0.8708 1.7271
C 2.0282 -1.5087 0.9403
C -0.3924 -3.2824 0.5219
C -1.7409 -3.2333 0.8174
H -5.6706 -3.4437 1.0262
H -4.2278 -4.2740 1.6944
H -4.4063 -2.4879 1.8601
H -2.9433 -2.8881 -2.3746
H -0.5030 -2.8609 -2.8752
H 1.8974 -3.2145 -2.0396
H 4.0767 -2.6220 -1.5503
H 5.7543 -1.4805 -0.1242
H 5.0892 -0.1933 3.2715
H 6.3138 -0.7932 2.1497
H 5.5933 0.7971 1.8949
H 2.6616 -0.3490 2.6325
H 0.9672 -1.3868 1.1712
H 0.3210 -3.4043 1.3438
H -2.0969 -3.3563 1.8440
C 6.4077 -4.7396 -2.7990
C 5.6856 -5.6448 -3.5831
C 4.6729 -6.4116 -3.0179
C 4.2433 -6.1763 -1.6797
C 3.0678 -6.7909 -1.0997
C 2.0970 -7.4778 -1.8722
N 1.4727 -8.6301 -1.4742
C 2.1068 -9.4373 -0.4219
C 1.3087 -10.6746 -0.0219
O -0.0974 -10.4366 -0.0753
C -0.5345 -10.1222 -1.3927
C 0.1312 -8.8853 -1.9734
C 1.7439 -6.9187 -3.1886
C 1.6204 -5.5291 -3.2377
C 1.3370 -4.8522 -4.4218
C 1.1161 -5.6043 -5.5850
C 1.2627 -6.9913 -5.5699
C 1.5914 -7.6594 -4.3831
C 5.0888 -5.3765 -0.8686
C 6.1264 -4.6431 -1.4267
H 7.1803 -4.1260 -3.2606
H 5.9117 -5.7726 -4.6416
H 4.2008 -7.2170 -3.5822
H 3.0904 -6.9262 -0.0205
H 3.1157 -9.7442 -0.7382
H 2.2319 -8.8063 0.4726
H 1.6059 -11.5404 -0.6474
H 1.4984 -10.8857 1.0366
H -0.3736 -10.9598 -2.0982
H -1.6068 -9.9213 -1.2880
H -0.4982 -8.0105 -1.7604
H 0.1467 -8.9920 -3.0589
H 1.7461 -5.0053 -2.2921
H 1.2854 -3.7666 -4.4185
H 0.8602 -5.0757 -6.5099
H 1.1103 -7.5654 -6.4841
H 1.7290 -8.7459 -4.3858
H 4.9122 -5.3583 0.2168
H 6.7184 -3.9751 -0.8013
*
```

natural (NBO) population analysis, charges in e, atoms 1 to 6: -0.266, -0.459, 0.413, -0.257, -0.127, -0.109